No. 1
24
Properties=species:S:1:pos:R:3:forces:R:3:lowdin_charge:R:1 method="wB97M-V/def2-TZVPD" charge=0 spin_multiplicity=1
Cd -0.762 0.215 -1.787 -0.081 0.749 0.011 1.102
C -0.103 -0.021 -5.542 -0.053 0.098 0.056 -0.073
H 0.988 0.121 -5.494 -0.403 -0.182 0.030 0.019
H -0.355 -1.071 -5.763 0.201 0.394 0.154 0.019
H -0.491 0.607 -6.359 0.053 -0.179 0.429 0.020
H -0.565 0.275 -4.576 0.237 -0.134 -0.762 -0.077
H -2.279 0.317 -2.598 0.685 -0.076 0.016 -0.163
Cl 0.979 0.257 5.029 -0.003 -0.054 0.772 0.708
C 0.968 0.527 3.346 0.168 0.301 -1.634 -0.648
C 1.835 1.447 2.770 -0.631 -0.644 0.366 -0.174
C 1.878 1.686 1.393 -1.028 -1.191 -0.694 -0.678
I 3.160 3.096 0.612 0.107 0.136 -0.090 0.920
C 1.055 0.935 0.498 0.814 0.790 0.774 -0.489
O 1.045 1.103 -0.772 -0.355 0.042 -0.879 -0.281
C 0.179 -0.039 1.095 -0.076 0.054 0.362 -0.173
N -0.603 -0.704 0.207 -1.271 -1.143 1.519 -0.058
C -1.530 -1.561 0.676 1.009 0.817 -0.294 -0.135
C -1.646 -1.829 2.043 -0.022 0.001 0.455 -0.051
C -0.840 -1.179 2.967 -0.349 -0.330 -0.563 -0.008
C 0.089 -0.231 2.511 0.592 0.256 -0.303 -0.173
H 2.500 1.994 3.414 0.139 0.163 0.187 0.087
H -2.191 -2.016 -0.064 0.224 0.035 0.249 0.102
H -2.397 -2.544 2.363 0.115 0.076 0.043 0.106
H -0.916 -1.385 4.031 -0.072 0.022 -0.203 0.097

***

No. 2
20
Properties=species:S:1:pos:R:3:forces:R:3:lowdin_charge:R:1 method="wB97M-V/def2-TZVPD" charge=0 spin_multiplicity=1
C 2.178 1.439 0.211 -0.676 2.454 -0.029 -0.085
C 2.871 0.453 -0.442 -0.010 -0.434 -2.028 -0.120
C 0.941 1.154 0.901 1.150 -0.037 -0.664 -0.023
C 2.390 -0.868 -0.572 0.770 -0.046 1.075 -0.025
C 0.465 -0.107 0.767 0.138 -1.421 -1.469 -0.163
C 1.152 -1.125 -0.002 -0.679 0.133 0.312 -0.211
C -2.076 -0.561 0.339 -0.564 1.860 0.748 -0.264
C -1.843 -0.259 -1.123 -3.084 -0.570 1.074 0.056
C -0.770 -1.015 0.954 0.282 1.371 2.292 -0.320
C -0.010 -1.994 0.048 0.306 -0.045 0.657 -0.615
I -0.479 -4.025 -0.230 0.389 0.899 0.016 0.810
H 2.489 2.552 0.029 -0.512 -2.271 0.732 0.134
H 3.627 0.674 -1.233 -0.050 0.224 1.408 0.116
H 0.385 1.898 1.422 -0.161 0.609 0.267 0.099
H 3.139 -1.585 -0.903 -0.731 -0.233 -0.575 0.109
H -2.753 0.250 0.975 2.112 -1.303 -1.508 0.167
H -2.731 -1.374 0.438 -1.003 -1.486 -0.146 0.062
H -2.799 -0.324 -1.711 1.365 0.052 0.158 0.072
H -1.163 0.506 -1.338 1.135 0.816 -0.641 0.034
H -0.837 -1.181 2.092 -0.176 -0.572 -1.679 0.166

***

No. 3
32
Properties=species:S:1:pos:R:3:forces:R:3:lowdin_charge:R:1 method="wB97M-V/def2-TZVPD" charge=-2 spin_multiplicity=1
Ni 2.435 -0.286 -1.448 -0.764 -0.096 1.401 0.018
N -5.086 -0.980 -1.325 -0.011 0.132 0.023 0.064
C -3.863 -0.332 -1.045 -0.038 -0.015 -0.033 -0.340
C -3.349 -0.333 0.249 -0.027 0.005 -0.037 -0.045
C -2.184 0.358 0.540 0.002 -0.040 0.000 -0.061
C -1.529 1.056 -0.463 0.029 0.117 0.062 -0.275
C -2.030 1.060 -1.755 -0.005 -0.054 0.041 -0.063
C -3.192 0.365 -2.048 -0.031 -0.049 0.034 -0.051
S -0.054 1.984 -0.082 -0.137 -0.015 -0.245 0.508
O -0.132 2.288 1.321 0.019 -0.100 0.009 -0.320
O -0.044 3.068 -1.029 0.008 -0.151 -0.107 -0.334
N 1.161 1.003 -0.414 0.168 0.156 0.074 -0.209
C 1.554 -0.002 0.377 0.483 -0.524 -1.198 -0.610
N 0.844 -0.725 1.230 -0.053 0.363 0.252 0.063
C 1.233 -1.841 1.814 -0.179 0.083 -0.266 -0.207
C 2.195 -2.780 1.446 0.195 -0.215 0.141 -0.140
C 3.119 -2.722 0.399 -0.350 0.086 -0.070 -0.305
N 3.581 -1.659 -0.243 0.389 0.112 -0.398 -0.349
H -5.295 -1.733 -0.690 0.023 -0.070 -0.022 0.070
H -5.174 -1.272 -2.285 0.016 -0.069 -0.011 0.069
H -3.877 -0.874 1.029 0.026 0.008 0.010 0.101
H -1.765 0.367 1.538 -0.014 -0.001 -0.040 0.106
H -1.506 1.623 -2.516 -0.024 -0.001 0.005 0.110
H -3.594 0.367 -3.056 -0.002 0.019 -0.002 0.099
H 0.591 -2.117 2.649 0.046 -0.131 0.003 0.093
H 2.132 -3.727 1.974 0.054 -0.007 0.024 0.071
H 3.567 -3.658 0.067 -0.154 -0.084 -0.090 0.087
S 5.054 4.898 0.289 -0.196 -0.200 -0.050 -0.538
Sb 3.405 3.350 0.820 0.393 0.807 0.388 0.133
S 4.310 1.062 -0.786 0.021 -0.409 0.050 0.128
S 3.494 -0.202 0.607 0.195 0.480 0.192 0.584
S 3.999 2.393 2.837 -0.079 -0.137 -0.139 -0.456

***

Number 1: E_tot -39240.45853 eV. Number 2: E_tot -18611.17688 eV. Number 3: E_tot -122326.47742 eV.